{
  "formula": "C3H3NOS3",
  "method": "ωB97M-V/def2-TZVPD",
  "de_lowest_kj_mol": 262.2,
  "largest_force_ev_per_a": 1.237,
  "multiplicity": 1,
  "smiles": "O/N=C/SC(=S)C=S",
  "elements": ["S", "S", "S", "O", "N", "C", "C", "C", "H", "H", "H"],
  "coordinates": [[3.333, -0.960, -0.146], [-0.462, 0.302, 1.153], [0.324, -0.577, -1.621], [-3.902, 1.403, -0.084], [-2.724, 1.446, 0.600], [1.959, -0.634, 0.609], [0.634, -0.339, -0.058], [-1.962, 0.487, 0.260], [1.938, -0.592, 1.700], [-2.226, -0.263, -0.514], [-4.345, 2.185, 0.258]],
  "mulliken_charge": [-0.1485, -0.0899, -0.2063, -0.3619, -0.3373, -0.4008, 0.4966, 0.0151, 0.2525, 0.3932, 0.3873]
}



{
  "formula": "C45H32ClN3O2P2S2Zn",
  "method": "ωB97M-V/def2-TZVPD",
  "largest_force_ev_per_a": 0.436,
  "charge": -2,
  "multiplicity": 1,
  "elements": ["Zn", "Cl", "S", "S", "P", "P", "O", "O", "N", "N", "N", "C", "C", "C", "C", "C", "C", "C", "C", "C", "C", "C", "C", "C", "C", "C", "C", "C", "C", "C", "C", "C", "C", "C", "C", "C", "C", "C", "C", "C", "C", "C", "C", "C", "C", "C", "C", "C", "C", "C", "C", "C", "C", "C", "C", "C", "H", "H", "H", "H", "H", "H", "H", "H", "H", "H", "H", "H", "H", "H", "H", "H", "H", "H", "H", "H", "H", "H", "H", "H", "H", "H", "H", "H", "H", "H", "H", "H"],
  "coordinates": [[0.428, -0.597, -0.312], [-7.088, -0.619, -1.123], [-0.213, -2.258, -1.832], [2.431, -0.296, -1.768], [-0.462, 1.584, -2.529], [1.718, -0.917, 1.905], [-0.903, -1.728, 1.383], [-2.092, -1.379, 3.240], [2.726, 0.166, -7.895], [-0.344, -2.559, -7.963], [-0.261, 1.041, 0.619], [0.573, -1.687, -3.282], [5.974, 0.747, 2.829], [4.186, 0.305, 1.275], [0.663, -4.002, 4.424], [2.799, -4.532, 3.464], [-3.004, 0.799, -6.314], [1.647, 3.390, -2.413], [0.744, 0.353, 2.828], [0.085, -2.155, -6.974], [1.544, 5.743, -2.925], [-3.327, -1.608, -0.144], [-5.586, -0.833, -0.235], [0.625, -1.667, -5.727], [-0.996, 2.087, 0.137], [-3.226, -1.205, 1.180], [2.783, -3.326, 2.778], [-2.656, 0.612, -3.939], [5.227, 0.149, 3.840], [2.210, -0.364, -4.477], [0.307, 3.240, -2.759], [1.695, -0.817, -3.254], [0.099, 1.356, 1.901], [-5.507, -0.400, 1.081], [3.429, -0.299, 2.276], [-4.327, -0.601, 1.783], [2.261, 4.638, -2.492], [-1.525, 1.431, -4.013], [1.738, -4.872, 4.296], [0.643, -2.794, 3.735], [3.969, -0.364, 3.564], [-1.680, 2.001, -1.194], [1.713, -2.437, 2.919], [-0.386, 2.606, 2.232], [-1.142, 1.914, -5.265], [-3.393, 0.306, -5.074], [-1.098, 3.075, 1.095], [-1.874, 1.601, -6.404], [0.204, 5.602, -3.277], [-4.511, -1.437, -0.857], [-1.966, -1.453, 2.002], [-0.407, 4.360, -3.188], [2.273, -0.251, -6.922], [5.449, 0.827, 1.549], [1.702, -0.771, -5.701], [0.082, -2.102, -4.526], [3.795, 0.360, 0.270], [-2.475, -2.073, -0.628], [-0.252, 2.526, -5.353], [1.393, 0.858, 3.542], [-0.041, -0.173, 3.382], [-1.453, 4.256, -3.457], [2.205, 2.518, -2.083], [-0.259, 3.109, 3.181], [-6.361, 0.078, 1.544], [1.745, -5.815, 4.831], [-3.566, 0.544, -7.204], [6.959, 1.146, 3.042], [-0.762, -2.779, -4.547], [-4.265, -0.332, -4.992], [6.018, 1.291, 0.753], [3.636, -5.210, 3.340], [-1.636, 4.008, 0.992], [-2.199, 2.935, -1.415], [-0.362, 6.462, -3.615], [-4.230, -0.288, 2.814], [-2.422, 1.197, -1.167], [-0.228, -2.147, 3.801], [5.626, 0.085, 4.846], [3.611, -3.072, 2.125], [-4.591, -1.770, -1.885], [3.040, 0.331, -4.458], [-1.550, 1.976, -7.369], [2.022, 6.714, -2.990], [-2.952, 0.198, -2.983], [3.302, 4.743, -2.209], [3.397, -0.830, 4.359], [-0.181, -4.269, 5.048]],
  "mulliken_charge": [1.6297, -0.2865, -0.6991, -0.4693, 0.9565, 0.6470, -0.6578, -0.8486, -0.6551, -0.6598, 1.6787, 0.4510, -0.3621, 0.0081, -0.7864, -0.6019, -0.5083, -0.0912, -1.2549, -0.1482, -0.4369, 0.1103, 0.6675, 0.6900, -0.1918, 0.3211, -0.4138, -0.5317, -0.7480, -0.8319, 0.0513, 0.3418, 0.1194, -0.8112, 0.0902, -0.3357, -0.5704, 0.2324, -0.4056, -0.5081, -0.2855, -0.7776, 0.5623, -1.3075, -0.6423, -0.5409, -0.8970, -0.6574, -0.7234, -0.8512, -0.0295, -0.2628, -0.1549, -0.7664, 0.3559, -0.9095, 0.1062, 0.3565, 0.4361, 0.6861, 0.4449, 0.3475, 0.0967, 0.4626, 0.3991, 0.3513, 0.3530, 0.3629, 0.4756, 0.4267, 0.4204, 0.3816, 0.4541, 0.3964, 0.3726, 0.4316, 0.0851, 0.0747, 0.3833, 0.3810, 0.3842, 0.4632, 0.3612, 0.3442, 0.2016, 0.4128, 0.4334, 0.4203]
}



{
  "formula": "C24H29N7",
  "method": "ωB97M-V/def2-TZVPD",
  "de_lowest_kj_mol": 10.5,
  "largest_force_ev_per_a": 0.722,
  "multiplicity": 1,
  "smiles": "Nc1nc(CN2CCN(Cc3ccccc3)CC2)nc(N2CCCc3ccccc32)n1",
  "elements": ["N", "N", "N", "N", "N", "N", "N", "C", "C", "C", "C", "C", "C", "C", "C", "C", "C", "C", "C", "C", "C", "C", "C", "C", "C", "C", "C", "C", "C", "C", "C", "H", "H", "H", "H", "H", "H", "H", "H", "H", "H", "H", "H", "H", "H", "H", "H", "H", "H", "H", "H", "H", "H", "H", "H", "H", "H", "H", "H", "H"],
  "coordinates": [[-0.300, -0.485, 2.988], [-0.449, 1.700, 2.294], [0.115, -2.450, -1.527], [-1.895, 0.143, 1.367], [-2.687, -1.834, -1.079], [-0.193, -2.683, 3.618], [-1.725, -2.106, 2.016], [-2.358, 2.853, 1.316], [-2.193, -3.182, -1.252], [-3.241, -1.483, 0.216], [3.054, -1.165, -4.307], [1.816, 2.453, 1.929], [-0.766, -1.722, 2.866], [-0.698, 4.860, 0.418], [4.210, -0.267, -2.412], [1.336, 3.793, 1.386], [4.041, -0.347, -3.783], [0.808, 1.965, 2.964], [3.394, -1.002, -1.568], [2.244, -1.903, -3.464], [-0.303, -1.085, -1.257], [-1.767, -0.879, -1.661], [1.516, -2.642, -1.189], [-0.740, -3.382, -0.811], [-0.146, 3.793, 1.114], [-2.231, -1.131, 1.277], [-0.902, 0.429, 2.216], [2.407, -1.829, -2.085], [-2.884, 3.920, 0.615], [-0.988, 2.768, 1.559], [-2.054, 4.930, 0.158], [0.326, -0.408, -1.841], [-2.459, 5.767, -0.389], [1.551, 4.580, 2.117], [1.875, 1.719, 1.122], [-2.080, 0.129, -1.384], [4.976, 0.371, -1.996], [0.650, 2.733, 3.729], [2.917, -1.229, -5.377], [4.676, 0.227, -4.441], [1.129, 1.040, 3.442], [-3.947, 3.966, 0.433], [1.716, -2.392, -0.129], [-3.845, -2.324, 0.563], [-1.837, -0.991, -2.749], [-2.840, -3.874, -0.711], [-0.425, -4.400, -1.059], [3.527, -0.934, -0.497], [-3.005, 2.073, 1.678], [0.418, -2.405, 4.365], [2.805, 2.552, 2.377], [-0.161, -0.836, -0.190], [1.744, -3.705, -1.329], [-2.257, -3.404, -2.324], [-0.043, 5.648, 0.073], [1.873, 4.049, 0.470], [1.466, -2.537, -3.861], [-0.664, -3.252, 0.281], [-0.630, -3.586, 3.636], [-3.881, -0.607, 0.065]],
  "mulliken_charge": [-0.6243, 0.1274, 0.0745, -0.0506, 0.1546, -0.4216, -0.7060, -0.4823, -1.1192, -1.2500, -0.6098, -0.6085, 0.4651, -0.6421, -0.6783, -1.0172, -0.3724, -0.8444, -0.3458, -0.1879, -0.3016, -1.4611, -0.9735, -0.3131, 0.8008, 0.5254, 0.6385, 0.4655, -0.8443, 0.4234, -0.6077, 0.6421, 0.3827, 0.3603, 0.1697, 0.4237, 0.3853, 0.3700, 0.3869, 0.3773, 0.4195, 0.4116, 0.3313, 0.4662, 0.4416, 0.4428, 0.5197, 0.3460, 0.4370, 0.2447, 0.4164, 0.0592, 0.4383, 0.3771, 0.4099, 0.4599, 0.3901, 0.0650, 0.2537, 0.3585]
}



{
  "formula": "C20H19N5O3",
  "method": "ωB97M-V/def2-TZVPD",
  "de_lowest_kj_mol": 96.5,
  "largest_force_ev_per_a": 1.219,
  "multiplicity": 1,
  "smiles": "Cc1ccc(-n2ncc3c(=O)n(CC(=O)NCc4ccco4)cnc32)cc1C",
  "elements": ["O", "O", "O", "N", "N", "N", "N", "N", "C", "C", "C", "C", "C", "C", "C", "C", "C", "C", "C", "C", "C", "C", "C", "C", "C", "C", "C", "C", "H", "H", "H", "H", "H", "H", "H", "H", "H", "H", "H", "H", "H", "H", "H", "H", "H", "H", "H"],
  "coordinates": [[-2.552, -1.301, -1.818], [-4.070, 2.019, 1.944], [-3.491, -2.145, 2.391], [-1.386, -2.176, -0.059], [1.761, 0.086, -1.034], [1.340, 0.726, -2.141], [0.812, -1.539, 0.520], [-4.207, -1.216, 0.447], [-4.911, -0.098, 1.037], [4.788, -0.047, 1.057], [3.883, 1.195, -1.226], [-2.779, 2.850, 0.336], [3.052, 0.318, -0.537], [5.631, 0.825, 0.381], [-1.505, -1.340, -1.190], [-0.307, -0.606, -1.437], [7.015, 1.085, 0.889], [-4.108, 1.161, 0.905], [0.793, -0.734, -0.569], [5.167, 1.454, -0.779], [-0.272, -2.205, 0.714], [6.045, 2.401, -1.537], [-3.328, 1.624, -0.115], [-2.551, -2.954, 0.321], [3.505, -0.310, 0.615], [-3.472, -2.066, 1.183], [-3.268, 3.038, 1.590], [0.117, 0.335, -2.398], [7.150, 2.144, 1.109], [-2.238, -3.821, 0.902], [-4.013, -1.163, -0.550], [3.505, 1.669, -2.118], [-3.067, -3.268, -0.590], [7.757, 0.807, 0.141], [-5.065, -0.315, 2.098], [-2.115, 3.493, -0.204], [2.863, -0.989, 1.150], [6.347, 3.235, -0.904], [6.951, 1.898, -1.874], [-3.164, 1.159, -1.066], [-0.308, -2.856, 1.577], [-0.419, 0.718, -3.242], [5.142, -0.535, 1.953], [7.207, 0.516, 1.795], [-3.128, 3.823, 2.306], [-5.884, 0.006, 0.545], [5.525, 2.796, -2.406]],
  "mulliken_charge": [-0.7854, -0.3537, -0.6515, 0.0881, 0.6136, -1.3096, -0.3695, -0.1542, -0.9512, -1.3226, -0.7094, -0.7108, 1.2484, 1.1335, 0.0497, 0.0250, -1.5270, 0.1913, 1.1445, 1.0262, -0.1637, -1.7339, 0.0592, -1.2048, -0.8606, 0.8157, -0.4004, -0.8171, 0.3269, 0.4871, 0.3300, 0.4183, 0.4075, 0.3254, 0.3736, 0.4169, 0.5488, 0.3390, 0.3390, 0.5741, 0.4123, 0.5522, 0.2981, 0.3626, 0.4790, 0.2787, 0.3607]
}



no.,calculated total energy (Ha)
1,-1440.56330
2,-5767.61069
3,-1315.29763
4,-1273.07168